--- 1 ---
An isolated ion of composition C3H7N2O and charge +1. Source: OMol25; level of theory: ωB97M-V/def2-TZVPD.

Positions of all 13 atoms, in Å:
C: 0.079 -0.751 0.008
C: -1.494 -0.324 0.098
C: 0.989 0.371 -0.028
N: -2.015 0.843 0.037
N: 2.298 0.093 0.164
O: 0.577 1.473 -0.344
H: 0.166 -1.234 -0.872
H: -2.079 -1.125 0.446
H: -2.970 0.922 0.120
H: -1.273 1.502 -0.181
H: 2.904 0.682 -0.357
H: 0.166 -1.564 0.850
H: 2.653 -0.889 0.059

Computed properties:
SMILES = NC(=O)CC=[NH2+]
gap between HOMO and LUMO = 9.94 eV
multiplicity = 1
net charge = +1

--- 2 ---
An isolated ion of composition C3H7N2O and charge +1. Source: OMol25; level of theory: ωB97M-V/def2-TZVPD.

Positions of all 13 atoms, in Å:
C: -1.080 -0.568 0.288
C: 0.051 -0.892 -0.496
C: 0.648 -0.083 0.682
N: -2.113 0.121 -0.041
N: 1.700 0.873 0.116
O: 1.061 -1.368 0.324
H: -1.068 -1.198 1.142
H: 0.467 -0.665 -1.548
H: -2.954 0.276 0.586
H: -2.140 0.658 -0.998
H: 2.123 0.181 -0.550
H: 2.154 1.160 0.924
H: 1.149 1.504 -0.428

Computed properties:
SMILES = N[C@H]1[C@@H]2O[C@@]12[NH3+]
gap between HOMO and LUMO = 9.71 eV
multiplicity = 1
net charge = +1

--- 3 ---
A 2-piece molecular cluster, C3H7N2O overall. Source: OMol25; level of theory: ωB97M-V/def2-TZVPD.

Positions of all 13 atoms, in Å:
C: 1.009 -1.763 -0.649
C: -2.822 0.380 0.248
C: 0.776 0.499 0.140
N: -3.537 0.887 -0.551
N: 0.376 -0.854 0.011
O: -1.917 -0.061 0.782
H: 1.852 -1.589 -1.207
H: 0.615 -2.787 -0.694
H: 1.720 0.508 0.473
H: -0.010 0.829 0.763
H: 0.701 0.979 -0.857
H: -0.562 -0.895 0.557
H: -4.390 1.466 -0.496

Computed properties:
gap between HOMO and LUMO = 10.46 eV
multiplicity = 1
net charge = +1

--- 4 ---
An isolated ion of composition C3H7N2O and charge +1. Source: OMol25; level of theory: ωB97M-V/def2-TZVPD.

Positions of all 13 atoms, in Å:
C: 0.423 -0.244 0.422
C: 1.607 1.555 -0.718
C: -0.807 0.015 -0.134
N: 1.463 0.714 0.179
N: -1.693 -1.210 0.197
O: 0.645 -1.245 1.032
H: 2.595 2.170 -0.661
H: 0.691 1.607 -1.311
H: -1.399 0.784 -0.644
H: 2.254 0.394 0.812
H: -1.666 -1.959 -0.526
H: -2.736 -0.906 0.326
H: -1.375 -1.675 1.028

Computed properties:
SMILES = C=[NH+]/C([O-])=C/[NH3+]
gap between HOMO and LUMO = 7.61 eV
multiplicity = 1
net charge = +1

Structures ranked by computed energy, the most stable listed first: 1, 3, 4, 2.

--- 1 ---
One molecule with the formula C2HCl3FN. Source: OMol25; level of theory: ωB97M-V/def2-TZVPD.

Positions of all 8 atoms, in Å:
C: 1.021 1.122 0.520
C: 1.048 -0.002 -0.420
N: 0.067 1.143 1.522
F: 0.324 2.146 2.464
Cl: 2.420 2.124 0.459
Cl: 2.608 -0.793 -0.194
Cl: -0.388 -1.060 -0.073
H: 0.923 0.281 -1.378

Computed properties:
SMILES = F/N=C(\Cl)C(Cl)Cl
gap between HOMO and LUMO = 10.68 eV
multiplicity = 1
net charge = 0

--- 2 ---
A 2-piece molecular cluster, C2HCl3FN overall. Source: OMol25; level of theory: ωB97M-V/def2-TZVPD.

Positions of all 8 atoms, in Å:
C: -0.016 -0.654 0.117
C: 1.279 -0.027 0.192
N: -1.086 -1.098 0.147
F: -2.511 0.722 -0.590
Cl: 1.542 1.187 1.558
Cl: 2.576 -1.183 0.387
Cl: 1.516 0.804 -1.392
H: -3.301 0.249 -0.420

Computed properties:
SMILES = N#CC(Cl)(Cl)Cl.F
gap between HOMO and LUMO = 11.38 eV
multiplicity = 1
net charge = 0

Structures ranked by computed energy, the most stable listed first: 2, 1.

--- 1 ---
A 3-piece molecular cluster, C4H15NO2S overall. Source: OMol25; level of theory: ωB97M-V/def2-TZVPD.

Positions of all 23 atoms, in Å:
C: -0.292 -0.601 -1.573
N: 0.115 -0.182 -0.270
C: 0.845 1.103 -0.370
C: 0.739 1.908 1.030
S: 0.772 3.702 0.699
C: -0.830 -2.102 -1.340
H: 0.320 -0.541 -2.562
H: -1.215 -0.022 -1.849
H: 0.624 -0.808 0.345
H: 1.918 1.008 -0.619
H: 0.236 1.676 -1.119
H: 1.460 1.586 1.787
H: -0.154 1.467 1.438
H: -0.498 4.022 0.763
H: 0.004 -2.711 -0.962
H: -1.139 -2.537 -2.298
H: -1.657 -2.067 -0.655
H: 1.446 -2.821 1.050
H: 2.522 -1.699 1.404
O: 1.932 -2.058 0.728
H: -2.519 0.371 2.231
H: -1.941 0.571 0.785
O: -2.688 0.733 1.357

Computed properties:
SMILES = CCNCCS.O.O
gap between HOMO and LUMO = 8.95 eV
multiplicity = 1
net charge = 0

--- 2 ---
A 3-piece molecular cluster, C4H15NO2S overall. Source: OMol25; level of theory: ωB97M-V/def2-TZVPD.

Positions of all 23 atoms, in Å:
C: 1.133 0.479 -2.485
C: 0.675 0.634 -0.995
C: -0.849 0.797 -1.007
C: -1.555 0.869 0.318
S: -1.363 -0.615 1.348
N: 1.289 1.816 -0.416
H: 0.380 0.347 -3.268
H: 2.113 0.019 -2.529
H: 1.252 1.532 -2.792
H: 1.172 -0.156 -0.437
H: -0.958 1.744 -1.566
H: -1.292 0.108 -1.721
H: -1.332 1.721 0.954
H: -2.621 1.028 0.144
H: -1.593 -1.531 0.416
H: 0.889 2.728 -0.526
H: 2.004 1.698 0.275
H: -0.696 -3.084 -1.193
H: 0.674 -2.725 -0.648
O: -0.160 -2.327 -0.928
H: 1.490 -1.260 2.789
H: 1.203 0.150 2.323
O: 1.906 -0.400 2.681

Computed properties:
SMILES = C[C@@H](N)CCS.O.O
gap between HOMO and LUMO = 8.90 eV
multiplicity = 1
net charge = 0

Structures ranked by computed energy, the most stable listed first: 2, 1.

--- 1 ---
A 3-piece molecular cluster, C4H15NO2S overall. Source: OMol25; level of theory: ωB97M-V/def2-TZVPD.

Positions of all 23 atoms, in Å:
C: 0.472 -1.606 -0.455
C: -0.977 -1.724 -0.954
C: -1.788 -0.445 -0.880
S: -2.078 0.058 0.851
C: -2.294 1.848 0.725
N: 1.123 -0.363 -0.897
H: 0.586 -1.646 0.623
H: 0.954 -2.503 -0.871
H: -0.988 -2.122 -1.967
H: -1.460 -2.496 -0.350
H: -1.276 0.383 -1.370
H: -2.761 -0.625 -1.330
H: -2.586 2.138 1.733
H: -3.047 2.091 -0.018
H: -1.333 2.316 0.527
H: 1.237 -0.290 -1.906
H: 2.072 -0.412 -0.536
H: 2.986 0.743 1.191
H: 4.093 -0.279 1.601
O: 3.726 0.228 0.855
H: 1.165 2.362 1.174
H: 0.941 0.890 0.748
O: 1.235 1.456 1.509

Computed properties:
SMILES = CSCCCN.O.O
gap between HOMO and LUMO = 9.23 eV
multiplicity = 1
net charge = 0

--- 2 ---
A 3-piece molecular cluster, C4H15NO2S overall. Source: OMol25; level of theory: ωB97M-V/def2-TZVPD.

Positions of all 23 atoms, in Å:
C: 1.015 -1.026 -1.639
C: -0.312 -0.387 -1.189
C: -0.688 -0.934 0.193
C: -1.904 -0.236 0.821
S: -1.410 0.717 2.305
N: -1.514 -0.553 -1.998
H: 0.844 -1.439 -2.637
H: 1.358 -1.864 -1.048
H: 1.767 -0.244 -1.705
H: -0.225 0.700 -1.124
H: -0.841 -2.020 0.129
H: 0.148 -0.949 0.897
H: -2.337 0.532 0.200
H: -2.623 -1.015 1.063
H: -2.140 0.352 3.366
H: -1.460 -0.249 -2.954
H: -2.007 -1.423 -1.864
H: 0.967 1.069 2.612
H: 1.080 2.427 1.852
O: 1.578 1.772 2.352
H: 3.457 1.290 -0.249
H: 2.553 1.597 0.779
O: 2.694 1.882 -0.160

Computed properties:
SMILES = C[C@@H](N)CCS.O.O
gap between HOMO and LUMO = 9.77 eV
multiplicity = 1
net charge = 0

Structures ranked by computed energy, the most stable listed first: 1, 2.